[1]
Density functional theory data (ωB97M-V/def2-TZVPD) for C12H19BN3OPS in the gas phase.

Summary:
LUMO ... -1.0 eV
Kohn-Sham gap ... 6.94 eV
Highest occupied orbital energy ... -7.96 eV
Energy ... -40065.646 eV
SMILES ... CCP(C)c1cc(CCN)c2nsnc2c1B(C)O

Element x y z (Å)
C -1.97 3.10 0.71
C -2.71 1.66 0.62
P -2.09 0.57 -0.81
C -3.22 -0.98 -0.87
C -0.34 -0.07 -0.49
C 0.26 -0.41 0.94
C 1.72 -0.91 1.09
C 2.48 -1.24 2.45
C 1.54 -1.71 3.66
N 0.61 -0.65 4.17
C 2.56 -1.08 -0.25
N 3.93 -1.51 -0.38
S 4.43 -1.55 -2.03
N 2.99 -0.98 -2.79
C 2.04 -0.77 -1.73
C 0.55 -0.24 -1.78
B -0.04 0.15 -3.26
C 0.50 1.53 -3.95
O -0.96 -0.77 -3.87
H -1.51 3.44 -0.29
H -1.20 3.13 1.58
H -2.79 3.87 0.98
H -2.74 1.11 1.63
H -3.82 1.89 0.38
H -3.10 -1.43 -1.93
H -2.96 -1.75 -0.06
H -4.29 -0.59 -0.79
H -0.39 -0.28 1.87
H 3.18 -2.15 2.22
H 3.20 -0.37 2.72
H 2.26 -1.95 4.55
H 1.01 -2.71 3.42
H 0.66 -0.53 5.19
H -0.34 -1.05 4.01
H 1.66 1.47 -3.98
H 0.05 1.70 -4.99
H 0.25 2.42 -3.25
H -1.41 -0.38 -4.65

***

[2]
Density functional theory data (ωB97M-V/def2-TZVPD) for a molecular structure, C4H9NO.

Summary:
ΔE to the lowest compared entry with this formula, charge and spin ... 334.5 kJ/mol
LUMO ... 0.2 eV
Kohn-Sham gap ... 8.51 eV
Highest occupied orbital energy ... -8.28 eV
Energy ... -7828.853 eV

Element x y z (Å)
C -1.29 1.10 -0.14
N -0.73 -0.02 -0.01
C -1.39 -1.25 0.35
C 1.00 0.01 -0.73
O 1.14 -0.98 -1.45
C 1.89 0.29 0.48
H -2.14 1.42 0.45
H 0.71 1.04 -1.09
H -0.94 1.75 -0.94
H -1.58 -1.73 -0.62
H -2.34 -1.05 0.84
H -0.77 -1.93 0.93
H 2.21 -0.61 1.02
H 1.48 1.03 1.17
H 2.77 0.73 0.00

***

[3]
Density functional theory data (ωB97M-V/def2-TZVPD) for HIP2S in the gas phase.

Summary:
ΔE to the lowest compared entry with this formula, charge and spin ... 154.2 kJ/mol
LUMO (spin up / spin down) ... -1.6 / -1.7 eV
Kohn-Sham gap (spin up / spin down) ... 6.73 / 6.85 eV
Highest occupied orbital energy (spin up / spin down) ... -8.31 / -8.52 eV
Energy ... -37528.612 eV

Element x y z (Å)
P 1.50 0.21 0.67
P -0.57 -0.77 -1.12
S -0.63 -0.09 0.90
I -1.84 0.78 -2.47
H 1.53 -0.13 2.02

***

[4]
Density functional theory data (ωB97M-V/def2-TZVPD) for 2 unconnected molecules or ions with the total composition C6H7NOS.

Summary:
ΔE to the lowest compared entry with this formula, charge and spin ... 368.7 kJ/mol
LUMO (spin up / spin down) ... 0.0 / 0.0 eV
Kohn-Sham gap (spin up / spin down) ... 8.63 / 7.76 eV
Highest occupied orbital energy (spin up / spin down) ... -8.61 / -7.71 eV
Energy ... -20703.500 eV

Element x y z (Å)
C -0.77 -1.49 1.98
C -0.50 -0.24 2.43
C -0.43 -1.79 0.62
C 0.17 0.72 1.69
C 0.12 -0.79 -0.19
C 0.43 0.39 0.42
N 0.69 0.44 -3.03
O 0.45 2.95 -2.74
S 1.33 1.68 -2.31
H -1.43 -2.23 2.57
H -0.67 0.12 3.41
H -0.87 -2.64 0.09
H 0.45 1.64 2.23
H 0.29 -0.97 -1.25
H 1.19 -0.51 -2.91
H -0.45 2.72 -3.02

***

[5]
Density functional theory data (ωB97M-V/def2-TZVPD) for a molecular structure, C21H25ClN2O2.

Summary:
ΔE to the lowest compared entry with this formula, charge and spin ... 1656.1 kJ/mol
LUMO ... 0.6 eV
Kohn-Sham gap ... 9.14 eV
Highest occupied orbital energy ... -8.58 eV
Energy ... -41765.363 eV

Element x y z (Å)
C -0.01 -0.34 4.22
H -0.72 0.26 4.90
O 0.63 0.82 3.45
C 1.65 0.51 2.62
C 2.04 -0.64 2.26
C 2.92 -1.08 1.26
C 3.55 -0.08 0.77
C 3.36 1.39 0.97
C 2.44 1.57 1.98
H 2.10 2.57 2.42
H 3.81 2.04 0.43
H 4.39 -0.13 -0.33
C 3.14 -2.27 0.75
H 3.35 -3.18 1.36
C 1.80 -2.82 0.07
O 1.14 -4.01 0.64
N 1.21 -2.09 -0.72
H 1.72 -1.32 -0.98
C -0.22 -2.06 -1.38
C -0.81 -0.97 -0.64
N -0.04 0.35 -1.28
C -0.42 0.16 -2.67
C 0.14 -0.93 -3.45
C -0.38 -2.32 -2.72
H 0.29 -2.88 -3.44
H -1.48 -2.20 -3.01
H -0.06 -0.72 -4.27
H 1.23 -0.82 -3.45
H 0.01 1.18 -2.98
H -1.59 0.37 -2.79
C -0.33 1.54 -0.64
C -1.69 2.04 -0.39
C -2.48 2.62 -1.40
C -3.75 3.00 -1.15
C -4.45 2.55 -0.07
C -3.92 1.77 0.72
C -2.43 1.71 0.69
H -2.13 0.83 1.66
H -4.39 1.53 1.74
Cl -6.13 2.73 -0.05
H -4.44 3.43 -1.92
H -1.91 2.68 -2.20
H 0.20 1.36 0.53
H 0.26 2.34 -0.91
H -0.47 -0.85 0.36
H -1.99 -0.74 -0.78
H -0.69 -2.95 -0.69
H 3.70 -2.37 -0.04
H 1.49 -1.64 2.46
H -0.44 -1.01 3.46
H 0.76 -0.94 4.66

***

[6]
Density functional theory data (ωB97M-V/def2-TZVPD) for 2 unconnected molecules or ions with the total composition C4H6O2.

Summary:
ΔE to the lowest compared entry with this formula, charge and spin ... 407.0 kJ/mol
LUMO ... -0.9 eV
Kohn-Sham gap ... 9.06 eV
Highest occupied orbital energy ... -9.96 eV
Energy ... -8336.243 eV

Element x y z (Å)
C -0.61 0.08 -0.49
C 0.46 -0.54 0.38
C 1.74 0.11 0.48
O 1.89 1.27 0.16
C -1.91 0.48 0.19
O -2.13 0.44 1.37
H -0.19 1.06 -0.76
H -0.84 -0.52 -1.37
H 0.27 -1.50 0.84
H 1.45 -1.14 -1.04
H 2.56 -0.56 0.75
H -2.69 0.83 -0.52